[1]
Formula: C18H13HgO5P
Source: the OMol25 dataset
Level of theory: ωB97M-V/def2-TZVPD

XYZ file:
```
38
Properties=species:S:1:pos:R:3:nbo_charge:R:1
O -0.572 -3.406 -4.201 -0.44
C -0.482 -2.689 -3.317 0.45
Hg 0.299 0.511 0.450 1.09
O 2.036 1.494 -2.950 -0.38
C 1.455 1.090 -2.062 0.45
C -1.301 -1.789 0.461 0.45
O -2.060 -2.546 0.855 -0.38
C 2.069 -1.669 0.022 0.44
O 2.816 -2.522 0.109 -0.38
C -1.918 0.802 -1.198 0.46
O -2.939 1.301 -1.082 -0.39
C 2.455 2.555 2.281 -0.98
P 0.756 1.925 2.363 0.98
C 0.537 1.105 3.963 -0.35
C 0.645 -0.294 4.065 -0.22
C 0.533 -0.917 5.310 -0.19
C 0.356 -0.142 6.465 -0.14
C 0.272 1.253 6.369 -0.18
C 0.364 1.880 5.123 -0.21
C -0.405 3.302 2.232 -0.37
C 0.024 4.556 1.759 -0.21
C -0.920 5.524 1.411 -0.19
C -2.286 5.246 1.532 -0.14
C -2.718 4.027 2.074 -0.19
C -1.777 3.066 2.448 -0.22
H 3.134 1.708 2.461 0.28
H 2.664 3.341 3.029 0.30
H 2.633 2.957 1.276 0.26
H 0.836 -0.888 3.173 0.20
H 0.610 -2.005 5.390 0.25
H 0.290 -0.629 7.440 0.25
H 0.153 1.851 7.272 0.25
H 0.330 2.965 5.049 0.24
H 1.089 4.776 1.696 0.23
H -0.590 6.499 1.050 0.25
H -3.022 5.993 1.227 0.25
H -3.783 3.838 2.208 0.25
H -2.111 2.133 2.910 0.23
```

## Properties
lowest unoccupied orbital energy	-8.57	eV
charge	+2
orbital gap	6.99	eV



[2]
Formula: C63H56F10NO3PS
Source: the OMol25 dataset
Level of theory: ωB97M-V/def2-TZVPD

XYZ file:
```
135
Properties=species:S:1:pos:R:3:lowdin_charge:R:1
N 1.662 -0.743 -6.056 -0.30
P 3.118 -0.185 -5.851 0.74
C 3.671 -0.604 -4.109 -0.37
O 4.911 -0.002 -3.677 0.03
C 5.870 -0.909 -4.085 -0.60
O 6.857 -0.589 -4.566 0.23
O 5.426 -2.180 -3.868 0.02
C 3.995 -2.095 -3.896 -0.59
S 3.443 -3.313 -5.149 0.79
H 1.003 -0.010 -6.292 -0.05
H 3.978 -0.786 -6.800 0.01
H 3.155 1.218 -6.049 0.00
H 2.873 -0.161 -3.506 0.13
H 3.434 -2.361 -2.992 0.10
H 3.964 -4.493 -4.733 -0.13
F 0.759 -3.376 -0.563 0.06
C 1.136 -2.166 -0.110 -0.31
C 2.483 -1.874 -0.005 -0.05
C 2.875 -0.625 0.458 -0.10
C 1.915 0.311 0.818 -0.09
C 0.565 0.000 0.714 -0.07
C 0.169 -1.245 0.242 -0.02
H 3.217 -2.621 -0.284 0.12
H 3.925 -0.385 0.535 0.11
H 2.220 1.284 1.181 0.11
H -0.183 0.728 1.000 0.11
H -0.878 -1.502 0.146 0.12
F 3.896 -1.023 2.893 0.05
C 3.125 -1.653 3.805 -0.26
C 2.054 -2.414 3.383 0.01
C 1.267 -3.059 4.325 -0.06
C 1.553 -2.927 5.678 -0.09
C 2.632 -2.155 6.088 -0.10
C 3.429 -1.516 5.146 -0.01
H 1.840 -2.499 2.328 0.09
H 0.435 -3.661 4.005 0.09
H 0.937 -3.425 6.411 0.09
H 2.854 -2.048 7.143 0.10
H 4.278 -0.916 5.446 0.12
F -1.564 -3.187 3.800 0.05
C -2.756 -2.848 3.272 -0.27
C -3.308 -3.643 2.286 -0.01
C -4.538 -3.293 1.748 -0.08
C -5.194 -2.152 2.193 -0.09
C -4.623 -1.362 3.182 -0.08
C -3.397 -1.715 3.730 -0.03
H -2.778 -4.524 1.947 0.12
H -4.985 -3.911 0.980 0.11
H -6.151 -1.879 1.768 0.10
H -5.131 -0.471 3.526 0.10
H -2.936 -1.117 4.506 0.10
F 1.104 -4.046 8.485 0.04
C 2.201 -4.336 9.212 -0.29
C 3.252 -4.999 8.610 -0.02
C 4.383 -5.291 9.358 -0.08
C 4.444 -4.927 10.697 -0.10
C 3.376 -4.265 11.288 -0.08
C 2.247 -3.961 10.541 -0.02
H 3.182 -5.280 7.566 0.12
H 5.217 -5.804 8.897 0.11
H 5.326 -5.160 11.280 0.10
H 3.422 -3.985 12.332 0.10
H 1.408 -3.438 10.980 0.12
F 5.036 -7.521 -6.291 0.06
C 4.237 -8.145 -5.406 -0.29
C 3.179 -8.904 -5.869 -0.02
C 2.360 -9.550 -4.954 -0.08
C 2.600 -9.422 -3.592 -0.10
C 3.664 -8.652 -3.144 -0.08
C 4.493 -8.012 -4.055 -0.02
H 3.003 -8.985 -6.933 0.12
H 1.532 -10.153 -5.304 0.10
H 1.957 -9.923 -2.881 0.10
H 3.850 -8.548 -2.082 0.10
H 5.333 -7.414 -3.725 0.12
F -4.462 1.459 5.284 0.05
C -4.832 0.890 6.451 -0.29
C -5.153 1.697 7.527 -0.03
C -5.537 1.110 8.723 -0.08
C -5.587 -0.273 8.835 -0.09
C -5.258 -1.070 7.747 -0.07
C -4.883 -0.486 6.545 -0.01
H -5.101 2.774 7.425 0.12
H -5.798 1.732 9.570 0.11
H -5.883 -0.730 9.771 0.10
H -5.293 -2.148 7.833 0.11
H -4.633 -1.092 5.686 0.07
F 2.191 1.038 8.897 0.06
C 0.995 1.376 8.377 -0.28
C 0.440 0.582 7.393 0.00
C -0.794 0.928 6.861 -0.07
C -1.450 2.067 7.312 -0.09
C -0.875 2.857 8.298 -0.08
C 0.354 2.509 8.840 -0.02
H 0.970 -0.297 7.049 0.09
H -1.244 0.310 6.095 0.10
H -2.410 2.338 6.893 0.08
H -1.384 3.747 8.646 0.10
H 0.815 3.107 9.616 0.12
F 0.791 1.915 -4.869 0.03
C 0.566 3.042 -5.578 -0.29
C -0.732 3.387 -5.896 -0.01
C -0.963 4.548 -6.621 -0.07
C 0.104 5.340 -7.025 -0.08
C 1.404 4.975 -6.700 -0.07
C 1.639 3.821 -5.967 -0.03
H -1.550 2.753 -5.579 0.12
H -1.976 4.836 -6.871 0.10
H -0.079 6.243 -7.593 0.09
H 2.236 5.590 -7.018 0.11
H 2.645 3.525 -5.696 0.10
F -0.147 8.549 -8.809 0.05
C -0.609 7.992 -9.947 -0.30
C -1.953 7.694 -10.053 -0.02
C -2.430 7.123 -11.224 -0.08
C -1.557 6.850 -12.269 -0.10
C -0.207 7.152 -12.145 -0.08
C 0.272 7.731 -10.978 -0.02
H -2.615 7.907 -9.224 0.10
H -3.483 6.891 -11.321 0.11
H -1.930 6.402 -13.181 0.10
H 0.474 6.935 -12.957 0.10
H 1.319 7.980 -10.866 0.12
F -4.096 6.410 -7.713 0.04
C -4.703 6.672 -6.537 -0.29
C -5.653 5.791 -6.059 -0.02
C -6.273 6.060 -4.848 -0.08
C -5.944 7.207 -4.137 -0.10
C -4.990 8.084 -4.636 -0.08
C -4.360 7.814 -5.842 -0.02
H -5.901 4.906 -6.632 0.12
H -7.014 5.374 -4.457 0.11
H -6.432 7.417 -3.194 0.10
H -4.736 8.980 -4.084 0.11
H -3.607 8.481 -6.242 0.12
```

## Properties
lowest unoccupied orbital energy	0.59	eV
SMILES	N=[PH2][C@@H]1OC(=O)O[C@@H]1S.Fc1ccccc1.Fc1ccccc1.Fc1ccccc1.Fc1ccccc1.Fc1ccccc1.Fc1ccccc1.Fc1ccccc1.Fc1ccccc1.Fc1ccccc1.Fc1ccccc1
orbital gap	9.13	eV



[3]
Formula: C11H14ClNO4S2
Source: the OMol25 dataset
Level of theory: ωB97M-V/def2-TZVPD

XYZ file:
```
33
Properties=species:S:1:pos:R:3:nbo_charge:R:1
C -1.195 1.912 3.828 -0.73
H -0.822 2.009 4.844 0.22
H -1.579 2.866 3.482 0.24
H -1.974 1.158 3.775 0.22
S 0.181 1.475 2.725 0.17
C 0.727 -0.089 3.501 -0.52
C -0.213 -1.264 3.258 -0.43
H -1.256 -0.959 3.356 0.22
H -0.031 -2.032 4.013 0.24
C -0.016 -1.906 1.888 -0.18
N -0.237 -0.970 0.784 -0.89
S 1.031 -0.995 -0.307 2.31
O 0.962 -2.302 -0.916 -0.97
O 2.266 -0.637 0.327 -0.93
C 0.523 0.260 -1.461 -0.37
C 0.798 1.583 -1.167 -0.17
C 0.372 2.572 -2.036 -0.22
C -0.323 2.213 -3.184 -0.02
C -0.597 0.882 -3.475 -0.24
C -0.170 -0.102 -2.600 -0.10
H -0.356 -1.146 -2.791 0.24
H -1.136 0.625 -4.373 0.24
Cl -0.854 3.440 -4.268 0.03
H 0.575 3.611 -1.829 0.24
H 1.347 1.823 -0.270 0.25
H -0.405 -0.027 1.125 0.42
H 1.013 -2.291 1.812 0.22
C -0.969 -3.107 1.684 0.79
O -1.691 -3.508 2.554 -0.58
O -0.921 -3.648 0.482 -0.68
H -0.253 -3.226 -0.113 0.51
H 1.710 -0.283 3.073 0.24
H 0.832 0.115 4.566 0.23
```

## Properties
lowest unoccupied orbital energy	0.03	eV
SMILES	CSCC[C@H](NS(=O)(=O)c1ccc(Cl)cc1)C(=O)O
orbital gap	9.28	eV



[4]
Formula: H4N4O2
Source: the OMol25 dataset
Level of theory: ωB97M-V/def2-TZVPD

XYZ file:
```
10
Properties=species:S:1:pos:R:3:nbo_charge:R:1
N -1.684 0.225 -0.049 -0.63
N -0.435 0.662 -0.663 -0.17
N 0.344 -0.274 -1.079 -0.38
N 1.277 -0.779 0.780 0.48
O 0.779 0.025 1.570 -0.42
O 2.189 -1.581 0.742 -0.35
H -1.583 -0.782 0.184 0.37
H -1.582 0.693 0.807 0.35
H -0.317 1.673 -0.536 0.38
H 1.013 0.138 -1.756 0.36
```

## Properties
lowest unoccupied orbital energy (alpha / beta)	0.23 / -0.03	eV
orbital gap (alpha / beta)	8.51 / 7.79	eV



[5]
Formula: C15H26O2
Source: the OMol25 dataset
Level of theory: ωB97M-V/def2-TZVPD

XYZ file:
```
43
Properties=species:S:1:pos:R:3:nbo_charge:R:1
O 2.491 -3.994 -2.853 -0.55
O 0.060 -0.763 2.474 -0.75
C 3.907 -4.250 -2.722 -0.25
C 2.004 -2.817 -2.252 -0.05
C 1.858 -3.143 -0.731 -0.42
C 1.569 -1.960 0.182 -0.41
C -2.841 2.480 -0.437 -0.41
C -1.443 2.957 -0.875 -0.42
C -2.091 3.836 1.251 -0.41
C 0.063 -1.584 0.163 -0.40
C -1.770 0.024 1.187 -0.42
C 0.391 0.961 0.807 -0.45
C -2.806 2.494 1.088 -0.20
C -0.842 3.325 0.519 -0.21
C -1.804 1.472 1.741 -0.23
C -0.464 2.122 1.375 -0.22
C -0.282 -0.387 1.137 0.27
H 0.236 0.009 3.052 0.47
H 4.131 -5.195 -3.213 0.20
H 4.194 -4.328 -1.682 0.17
H 4.501 -3.485 -3.241 0.17
H 1.059 -2.469 -2.681 0.19
H 2.762 -2.049 -2.389 0.15
H 2.769 -3.558 -0.309 0.20
H 1.095 -3.940 -0.682 0.20
H 2.158 -1.092 -0.120 0.20
H 1.806 -2.240 1.209 0.22
H -3.595 3.175 -0.792 0.21
H -3.053 1.500 -0.831 0.21
H -0.920 2.182 -1.415 0.21
H -1.535 3.860 -1.468 0.21
H -1.919 4.118 2.313 0.21
H -2.616 4.638 0.736 0.21
H -0.228 -1.272 -0.864 0.20
H -0.521 -2.492 0.443 0.21
H -2.387 -0.653 1.761 0.22
H -2.087 -0.049 0.140 0.20
H 1.428 1.009 1.222 0.22
H 0.472 1.108 -0.288 0.21
H -3.795 2.402 1.540 0.21
H -0.080 4.102 0.400 0.21
H -1.907 1.462 2.813 0.21
H 0.034 2.485 2.293 0.20
```

## Properties
lowest unoccupied orbital energy	0.78	eV
SMILES	COCCCC[C@]1(O)C[C@@H]2[C@@H]3CC[C@@H](C3)[C@@H]2C1
orbital gap	10.30	eV



[6]
Formula: C26H23N3O2PRhS7Sb
Source: the OMol25 dataset
Level of theory: ωB97M-V/def2-TZVPD

XYZ file:
```
64
Properties=species:S:1:pos:R:3:nbo_charge:R:1
Rh -0.288 0.796 -0.022 0.60
S 3.342 -0.121 3.771 -0.75
Sb 2.049 0.999 2.288 1.04
S -0.293 0.618 2.279 -0.49
S 1.962 0.353 -0.032 -0.46
S 0.406 2.979 0.025 0.03
C -0.906 3.931 -0.414 0.07
N -1.706 4.714 -0.712 -0.45
O -0.360 0.989 -2.107 -0.70
C -0.338 -0.169 -2.630 0.76
O -0.356 -1.227 -1.986 -0.74
C -0.312 -0.212 -4.134 -0.07
C -0.792 0.862 -4.875 -0.19
C -0.789 0.805 -6.262 -0.23
C -0.288 -0.316 -6.911 -0.22
C 0.202 -1.385 -6.171 -0.23
C 0.180 -1.336 -4.784 -0.19
H -1.155 1.734 -4.346 0.24
H -1.173 1.639 -6.837 0.20
H -0.278 -0.357 -7.994 0.20
H 0.598 -2.258 -6.675 0.20
H 0.538 -2.163 -4.183 0.23
C -3.136 -2.819 -2.268 -0.67
C -2.860 -3.177 -0.844 0.34
C -3.813 -3.531 0.063 -0.39
C -3.386 -3.763 1.387 0.32
N -2.126 -3.756 1.756 -0.50
C -1.161 -3.464 0.840 0.25
S 0.478 -3.464 1.157 -0.26
N -1.579 -3.149 -0.439 -0.56
C -4.394 -4.037 2.464 -0.65
H -4.197 -2.626 -2.414 0.23
H -2.826 -3.637 -2.924 0.22
H -2.567 -1.929 -2.538 0.26
H -4.860 -3.521 -0.200 0.22
H -0.879 -2.723 -1.046 0.48
H -5.402 -3.803 2.130 0.21
H -4.154 -3.427 3.334 0.24
H -4.335 -5.087 2.762 0.21
S -5.603 -0.465 1.698 -0.69
P -4.747 0.440 0.165 1.20
S -2.784 0.172 -0.173 -0.68
C -5.237 2.201 0.125 -0.41
C -4.423 3.157 -0.464 -0.19
C -4.846 4.479 -0.550 -0.20
C -6.089 4.842 -0.055 -0.22
C -6.906 3.888 0.541 -0.25
C -6.480 2.572 0.638 -0.13
C -5.502 -0.155 -1.413 -0.38
C -6.624 -0.974 -1.403 -0.15
C -7.167 -1.439 -2.598 -0.25
C -6.599 -1.076 -3.809 -0.23
C -5.484 -0.244 -3.825 -0.22
C -4.938 0.210 -2.635 -0.19
H -3.446 2.876 -0.834 0.25
H -4.177 5.212 -0.978 0.23
H -6.418 5.873 -0.118 0.19
H -7.871 4.172 0.944 0.19
H -7.091 1.821 1.124 0.22
H -7.046 -1.259 -0.446 0.23
H -8.033 -2.090 -2.578 0.20
H -7.016 -1.443 -4.739 0.20
H -5.027 0.035 -4.767 0.21
H -4.044 0.823 -2.641 0.24
```

## Properties
lowest unoccupied orbital energy (alpha / beta)	3.95 / 3.04	eV
charge	-2
orbital gap (alpha / beta)	6.39 / 5.78	eV
multiplicity	2